63
Properties=species:S:1:pos:R:3:lowdin_charge:R:1 method="wB97M-V/def2-TZVPD" de_lowest_kj_mol=0.0 smiles="NC(N)=O.NC(N)=O.NC(N)=O.CCO.CO.CO.CO.CO.CO" homo_lumo_gap_ev=9.1142 fmax_ev_per_a=8.96 energy_ev=-38351.7747
N 3.1035 1.1008 1.9597 0.166
C 3.4523 0.8586 3.2111 -0.547
N 4.7685 1.0623 3.3735 0.145
O 2.5670 0.2434 4.0521 -0.108
H 2.1076 1.0315 1.7096 0.082
H 3.5603 1.7513 1.3209 0.068
H 5.1510 0.7020 4.2796 0.139
H 5.3570 1.5075 2.6802 0.112
N 0.2053 -3.5493 1.6844 0.132
C -0.9443 -3.6928 1.1200 -0.624
N -1.5712 -2.5351 1.0510 0.159
O -1.5626 -4.8120 0.6084 -0.107
H 0.6421 -4.4595 1.9024 0.156
H 0.5698 -2.7765 2.2401 0.052
H -2.5502 -2.5802 0.8032 0.069
H -1.2165 -1.6703 1.4386 0.106
N 1.5134 -2.0369 -0.2719 0.137
C 1.0498 -1.9466 -1.4677 -0.620
N -0.2238 -2.3172 -1.6053 0.171
O 1.7168 -1.2461 -2.4585 -0.146
H 2.4955 -1.7252 -0.0768 0.165
H 1.1551 -2.7407 0.4062 0.084
H -0.6246 -2.2508 -2.5790 0.146
H -0.8222 -2.3745 -0.8030 0.038
C 1.7503 3.7665 -0.0298 -0.063
C 2.6797 2.9481 -0.9032 -0.299
O 3.8942 2.7093 -0.2042 -0.107
H 0.9036 4.0099 -0.6794 0.056
H 2.2042 4.7282 0.0701 0.069
H 1.4522 3.2035 0.8228 0.061
H 2.8575 3.3435 -1.9208 0.126
H 2.1911 2.0649 -1.1488 0.083
H 4.4437 3.5316 -0.2104 0.122
C -4.3734 0.7111 -3.5536 -0.121
O -3.2567 0.8836 -2.6346 -0.160
H -3.9452 0.5556 -4.5637 0.084
H -4.8788 1.6449 -3.6514 0.055
H -5.1335 -0.0434 -3.2174 0.084
H -2.8454 1.7447 -2.5567 0.019
C -0.6736 0.8229 0.1367 -0.124
O 0.5066 0.3059 0.7810 -0.144
H -1.5834 0.5049 0.6156 0.060
H -0.7292 0.4266 -0.9075 0.085
H -0.8588 1.8894 0.2173 0.074
H 0.8663 -0.4455 0.3179 0.002
C -0.7673 3.1516 -3.0404 -0.171
O -2.1011 3.3253 -3.3476 -0.124
H -0.2800 4.0582 -2.6069 0.083
H -0.2223 2.8647 -3.9738 0.100
H -0.7478 2.2402 -2.3720 0.081
H -2.1128 4.0694 -3.9464 0.092
C 0.2806 -1.9916 4.5080 -0.122
O 0.8396 -1.5065 3.2668 -0.213
H -0.5909 -1.3705 4.8650 0.097
H 1.0188 -1.9880 5.2928 0.069
H -0.0602 -3.0236 4.3416 0.075
H 1.2376 -0.5993 3.4429 0.051
C -3.4539 -2.1029 -1.4545 -0.139
O -3.8917 -2.7516 -0.2652 -0.109
H -2.8068 -2.7231 -2.0845 0.077
H -2.8871 -1.1969 -1.1994 0.070
H -4.2706 -2.0063 -2.1482 0.069
H -4.5550 -3.2989 -0.6366 0.076